This record from the Open Molecules 2025 dataset describes a molecular structure, C35H65BrHgN6O5SSbSi3. The level of theory is ωB97M-V/def2-TZVPD.

Spin multiplicity: 2
Strongest force on any atom (eV/A): 0.49
E_tot (eV): -171753.0924
Relative energy (zero: lowest compared OMol25 entry of this formula, charge and spin) (eV): 0.190
Kohn-Sham gap (spin up / spin down) (eV): 5.7 / 7.6
HOMO level (spin up / spin down) (eV): -5.33 / -7.36

Atoms and positions in Å:
Hg  0.48618  1.54351  0.69074
Br  -6.96613  1.93160  2.03745
C  -5.07754  2.04813  2.17044
C  -4.49357  3.05484  2.91562
C  -3.11203  3.13324  3.00014
C  -2.29657  2.20399  2.34182
C  -2.91758  1.20603  1.58772
C  -4.29043  1.12176  1.50270
N  -0.90618  2.21695  2.37746
C  -0.24680  2.94681  3.26570
C  1.15893  2.92014  3.32406
C  1.89490  3.60674  4.32849
C  3.24662  3.46511  4.40395
C  3.91273  2.63348  3.47220
C  3.15388  2.03227  2.50049
N  1.82878  2.17171  2.40619
H  -5.11056  3.78456  3.42161
H  -2.67996  3.94429  3.56784
H  -2.30609  0.49952  1.04262
H  -4.74995  0.34310  0.91280
H  -0.76343  3.54237  4.01037
H  1.35088  4.22389  5.03245
H  3.80413  3.98188  5.17399
H  4.98157  2.48034  3.50389
H  3.60576  1.40313  1.74278
O  -0.12359  -1.93156  2.16350
N  0.62308  -1.09439  1.81795
C  0.63800  3.34360  -3.64850
N  0.90550  2.48937  -2.51314
C  0.96067  1.17630  -2.58912
N  0.99407  0.60072  -3.80553
S  1.05472  0.14826  -1.22466
H  0.53969  4.36171  -3.28126
H  -0.30135  3.07220  -4.14251
H  1.45568  3.31422  -4.37182
H  0.71075  2.89614  -1.59133
H  0.73649  1.13260  -4.61944
H  0.85671  -0.39402  -3.85849
O  3.23281  2.80611  -0.55416
C  4.18625  2.68246  -1.29002
C  5.26850  3.72583  -1.43016
C  6.56831  3.09441  -0.88153
C  6.35886  2.05499  0.23559
C  6.05737  0.61912  -0.22893
C  4.70566  0.40637  -0.91899
N  4.46537  1.46236  -1.91389
H  4.96225  4.59224  -0.84562
H  5.39498  4.03999  -2.46815
H  7.20703  3.89551  -0.50745
H  7.12677  2.62496  -1.69742
H  5.57552  2.40901  0.91150
H  7.27010  2.01960  0.83678
H  6.12865  -0.05511  0.62853
H  6.85432  0.31067  -0.91757
H  3.87621  0.44191  -0.21490
H  4.66168  -0.56551  -1.41043
H  5.26656  1.54718  -2.52946
C  2.22885  -3.61300  2.57525
C  2.31557  -2.24594  3.22882
C  1.52542  -2.12621  4.52038
C  3.76552  -1.84014  3.45557
O  1.89751  -1.19896  2.25735
H  2.62835  -4.35608  3.26850
H  2.83035  -3.63861  1.66648
H  1.20862  -3.89429  2.33070
H  2.05574  -2.69714  5.28613
H  0.51615  -2.51825  4.44527
H  1.48568  -1.08786  4.84762
H  4.23292  -2.53411  4.15600
H  3.82528  -0.83353  3.86749
H  4.32249  -1.86920  2.51946
C  -5.17941  -4.38987  -0.90826
Si  -4.02169  -3.45191  0.23151
C  -5.06986  -2.49164  1.45076
C  -2.99604  -4.68036  1.21648
Sb  -2.40012  -1.79630  -0.84956
Si  -0.98011  -3.60710  -1.93146
C  -1.90774  -5.11627  -2.54929
C  0.27591  -4.13585  -0.64083
C  0.00317  -2.92473  -3.37934
Si  -3.72363  -0.91436  -2.82605
C  -4.46664  -2.22389  -3.94225
C  -5.05567  0.19871  -2.13610
C  -2.55855  0.16126  -3.82771
H  -5.64783  -5.20004  -0.34316
H  -4.68336  -4.82103  -1.77452
H  -5.97573  -3.73387  -1.26271
H  -5.55128  -3.20182  2.12942
H  -5.85555  -1.91720  0.95750
H  -4.48279  -1.79885  2.05118
H  -3.65245  -5.21162  1.91085
H  -2.23073  -4.17073  1.80331
H  -2.50015  -5.42294  0.59199
H  -2.42687  -5.65103  -1.75629
H  -1.19319  -5.80655  -3.00673
H  -2.64552  -4.84768  -3.30582
H  -0.18743  -4.62301  0.21525
H  0.81939  -3.25965  -0.28237
H  1.00033  -4.82891  -1.07823
H  -0.59878  -2.36248  -4.09154
H  0.45713  -3.76360  -3.91571
H  0.81342  -2.30071  -3.00107
H  -5.17887  -2.86063  -3.41993
H  -3.70393  -2.86437  -4.38502
H  -4.99618  -1.72387  -4.75871
H  -5.85408  -0.36061  -1.64531
H  -5.50120  0.77204  -2.95386
H  -4.63174  0.90507  -1.42363
H  -1.77296  -0.41655  -4.31193
H  -2.10742  0.90618  -3.16932
H  -3.13149  0.67286  -4.60678
C  -2.25475  4.51775  -1.20732
C  -1.36465  3.32894  -0.89225
O  -0.23819  3.60092  -0.34032
O  -1.74788  2.18467  -1.16314
H  -2.83940  4.73935  -0.31221
H  -2.94632  4.27353  -2.01088
H  -1.67275  5.40541  -1.44656

These are the Löwdin partial charges, in e, on atoms 1 to 99: atom 1 (Hg): 1.021, atom 2 (Br): 0.702, atom 3 (C): -0.697, atom 4 (C): -0.135, atom 5 (C): -0.026, atom 6 (C): -0.284, atom 7 (C): -0.050, atom 8 (C): -0.141, atom 9 (N): -0.039, atom 10 (C): -0.132, atom 11 (C): -0.286, atom 12 (C): -0.038, atom 13 (C): -0.086, atom 14 (C): -0.086, atom 15 (C): -0.175, atom 16 (N): -0.014, atom 17 (H): 0.098, atom 18 (H): 0.096, atom 19 (H): 0.024, atom 20 (H): 0.067, atom 21 (H): 0.106, atom 22 (H): 0.109, atom 23 (H): 0.101, atom 24 (H): 0.090, atom 25 (H): 0.084, atom 26 (O): 0.006, atom 27 (N): -0.080, atom 28 (C): -0.048, atom 29 (N): -0.023, atom 30 (C): -0.805, atom 31 (N): 0.133, atom 32 (S): 0.631, atom 33 (H): 0.097, atom 34 (H): 0.095, atom 35 (H): 0.089, atom 36 (H): 0.046, atom 37 (H): 0.096, atom 38 (H): 0.057, atom 39 (O): 0.051, atom 40 (C): -0.495, atom 41 (C): -0.096, atom 42 (C): -0.181, atom 43 (C): -0.186, atom 44 (C): -0.173, atom 45 (C): -0.201, atom 46 (N): 0.065, atom 47 (H): 0.121, atom 48 (H): 0.118, atom 49 (H): 0.109, atom 50 (H): 0.107, atom 51 (H): 0.096, atom 52 (H): 0.111, atom 53 (H): 0.105, atom 54 (H): 0.111, atom 55 (H): 0.069, atom 56 (H): 0.114, atom 57 (H): 0.119, atom 58 (C): -0.028, atom 59 (C): -0.569, atom 60 (C): -0.024, atom 61 (C): -0.028, atom 62 (O): -0.093, atom 63 (H): 0.095, atom 64 (H): 0.091, atom 65 (H): 0.066, atom 66 (H): 0.093, atom 67 (H): 0.079, atom 68 (H): 0.096, atom 69 (H): 0.093, atom 70 (H): 0.084, atom 71 (H): 0.084, atom 72 (C): -0.223, atom 73 (Si): 0.266, atom 74 (C): -0.236, atom 75 (C): -0.230, atom 76 (Sb): 0.882, atom 77 (Si): 0.253, atom 78 (C): -0.222, atom 79 (C): -0.233, atom 80 (C): -0.230, atom 81 (Si): 0.260, atom 82 (C): -0.218, atom 83 (C): -0.221, atom 84 (C): -0.227, atom 85 (H): 0.033, atom 86 (H): 0.005, atom 87 (H): 0.023, atom 88 (H): 0.032, atom 89 (H): 0.024, atom 90 (H): 0.019, atom 91 (H): 0.032, atom 92 (H): 0.019, atom 93 (H): 0.011, atom 94 (H): 0.010, atom 95 (H): 0.032, atom 96 (H): 0.016, atom 97 (H): 0.013, atom 98 (H): 0.007, atom 99 (H): 0.037